ORCA calculation (the ωB97M-V functional and the def2-TZVPD basis) on one molecule with the formula C33H60O10.

Cartesian coordinates (Å):
C 1.655 9.458 1.097
C 0.817 8.451 1.875
C -0.072 7.624 0.948
C -1.016 6.680 1.692
C -0.297 5.535 2.403
C -1.280 4.562 3.049
C -0.568 3.412 3.758
C -1.551 2.368 4.280
H -2.102 1.935 3.442
H -2.273 2.854 4.942
C -0.850 1.242 5.051
C 0.031 0.410 4.162
C 1.401 0.633 4.090
C 2.203 -0.139 3.277
C 1.655 -1.170 2.513
C 0.284 -1.395 2.567
C -0.507 -0.605 3.383
H -1.569 -0.794 3.415
H -0.185 -2.185 2.001
O 2.559 -1.889 1.776
C 2.100 -2.926 0.939
C 1.529 -2.357 -0.374
O 0.822 -3.316 -1.132
C 1.602 -4.212 -1.899
H 2.385 -4.675 -1.285
C 2.249 -3.573 -3.133
O 1.248 -3.134 -4.035
C 1.438 -1.847 -4.567
C 1.371 -0.716 -3.529
O 2.673 -0.466 -3.016
C 2.926 0.843 -2.576
C 2.466 1.151 -1.146
O 1.071 1.341 -1.116
C 0.593 1.650 0.176
C -0.919 1.894 0.151
O -1.683 0.719 0.050
C -1.792 0.225 -1.271
H -2.533 0.812 -1.834
C -2.211 -1.240 -1.231
O -2.097 -1.754 -2.537
C -2.341 -3.141 -2.602
C -2.141 -3.586 -4.054
O -2.650 -4.872 -4.333
C -1.870 -5.960 -3.901
C -2.153 -6.411 -2.456
O -1.043 -6.090 -1.643
C -1.182 -6.450 -0.283
H -1.751 -7.384 -0.193
C -1.840 -5.350 0.561
O -0.961 -4.294 0.838
H -0.511 -4.034 0.012
H -2.140 -5.761 1.528
H -2.738 -4.980 0.045
H -0.165 -6.616 0.088
H -3.067 -5.920 -2.100
H -2.316 -7.499 -2.423
H -2.116 -6.775 -4.587
H -0.801 -5.729 -3.987
H -1.074 -3.526 -4.298
H -2.700 -2.907 -4.703
H -1.640 -3.673 -1.947
H -3.374 -3.359 -2.286
H -1.556 -1.787 -0.539
H -3.244 -1.333 -0.862
H -0.832 0.298 -1.790
H -1.202 2.344 1.104
H -1.160 2.587 -0.666
H 1.094 2.559 0.545
H 0.814 0.831 0.875
H 2.972 2.070 -0.807
H 2.758 0.334 -0.471
H 4.014 0.954 -2.613
H 2.465 1.572 -3.256
H 0.678 -1.007 -2.733
H 0.989 0.191 -4.011
H 0.623 -1.724 -5.283
H 2.401 -1.784 -5.095
H 2.870 -4.335 -3.627
H 2.891 -2.738 -2.845
H 0.893 -4.979 -2.219
H 2.337 -1.904 -0.956
H 0.796 -1.581 -0.133
H 2.987 -3.536 0.742
H 1.347 -3.545 1.439
H 3.268 0.026 3.226
H 1.848 1.416 4.686
H -0.254 1.678 5.855
H -1.611 0.602 5.501
H 0.130 2.932 3.068
H 0.013 3.812 4.592
H -1.945 4.161 2.280
H -1.902 5.101 3.768
H 0.320 4.995 1.680
H 0.364 5.935 3.174
H -1.721 6.253 0.974
H -1.595 7.251 2.422
H -0.670 8.308 0.341
H 0.556 7.044 0.268
H 0.189 8.982 2.595
H 1.481 7.792 2.435
H 2.285 10.036 1.770
H 1.015 10.147 0.550
H 2.296 8.948 0.381

Summary:
E_tot = -55666.643 eV
energy above the lowest of the compared OMol25 structures with the same formula, charge and spin = 0.00 kJ/mol
HOMO-LUMO gap = 9.0 eV
total charge = 0

These are the natural (NBO) partial charges, in e, on atoms 1 to 6:
1 C -0.599
2 C -0.394
3 C -0.387
4 C -0.386
5 C -0.392
6 C -0.389